A cluster of 30 separate species, C27H108F6N51O33S2 in total at a distorted geometry, computed with the ωB97M-V functional and the def2-TZVPD basis.

- Net charge: -1
- Kohn-Sham gap: 0.35847 hartree
- E: -211324.147 eV
- LUMO level: 1.8 eV
- HOMO level: -7.9 eV

```
227
Properties=species:S:1:pos:R:3:lowdin_charge:R:1
S -21.53194 14.06722 -9.06383 0.55
S -22.93482 11.77515 -10.01428 0.62
F -20.85872 10.88729 -11.49223 0.17
F -19.85333 13.91942 -11.13189 0.12
F -19.05329 15.04788 -9.56213 0.16
F -19.15300 12.85713 -9.39983 0.12
F -22.70032 10.46274 -12.27101 0.16
F -22.08270 12.52801 -12.38764 0.07
O -27.47589 11.08366 -7.74074 0.02
O -28.73523 14.83990 -10.52206 -0.08
O -19.03911 7.55197 -5.06154 -0.05
O -15.75974 14.63167 -16.62940 -0.04
O -20.73692 20.10054 -5.32514 -0.05
O -18.24517 20.47810 -17.11391 0.03
O -26.59072 15.41299 -6.42192 -0.06
O -23.31491 14.53813 -14.88186 -0.07
O -21.10363 17.68195 -15.33024 -0.03
O -21.91887 20.55125 -9.25949 -0.05
O -23.09313 10.44158 -9.43907 -0.30
O -16.96673 18.81364 -7.84472 -0.03
O -23.62841 7.86346 -6.42974 -0.08
O -19.43547 11.68380 -2.77016 -0.01
O -16.65650 11.45438 -11.85158 -0.08
O -22.30023 14.98840 -9.78085 -0.27
O -26.68112 7.50790 -12.22277 -0.01
O -20.57783 22.60433 -7.41836 -0.04
O -22.50901 5.61914 -10.24771 -0.07
O -25.06528 5.02082 -11.17734 -0.11
O -23.83835 12.43312 -5.27968 0.01
O -23.64669 8.63291 -14.24175 0.01
O -22.06893 15.87355 -3.93309 0.01
O -19.22232 17.93360 -10.87775 0.01
O -26.65116 12.79459 -14.15240 -0.06
O -15.23840 9.99956 -8.51816 -0.03
O -21.30691 14.41698 -7.68427 -0.30
O -24.88662 17.10968 -10.73927 -0.04
O -24.04014 12.56347 -10.46701 -0.27
O -17.34763 13.66352 -7.18605 -0.04
O -20.42015 10.58484 -7.46822 -0.03
O -17.74300 14.14262 -13.89266 -0.05
O -18.58976 7.97694 -9.63549 -0.03
N -16.94122 13.08634 -5.04605 0.16
N -21.88211 12.57244 -9.16924 -0.31
N -16.17093 16.95784 -6.77402 0.14
N -18.38860 10.14528 -10.02506 0.18
N -24.35550 15.60448 -5.80259 0.18
N -20.03513 13.96854 -14.41918 0.17
N -23.92478 19.99932 -9.93460 0.17
N -20.80383 18.71073 -12.33197 0.19
N -27.29197 12.52004 -5.99569 0.18
N -28.84578 13.89053 -12.57494 0.15
N -21.27222 7.75145 -4.85772 0.17
N -18.59217 19.91598 -5.74134 0.19
N -17.11128 16.75687 -8.91117 0.20
N -17.92764 19.71682 -15.00509 0.15
N -18.99156 13.91549 -5.59396 0.23
N -25.06248 15.22104 -13.63519 0.18
N -22.05079 12.97263 -4.03064 0.16
N -25.23642 9.44651 -6.83226 0.22
N -24.79244 7.73653 -8.43421 0.15
N -27.06273 16.87775 -10.30562 0.17
N -16.49318 8.68435 -7.02368 0.16
N -23.44493 7.46299 -12.34403 0.20
N -25.77329 17.46607 -5.82857 0.15
N -18.86572 12.12515 -13.58051 0.18
N -28.33340 8.59776 -11.23897 0.17
N -22.47709 10.73616 -4.39099 0.17
N -21.62218 15.93424 -16.75849 0.16
N -19.01895 17.40248 -13.03500 0.16
N -20.10296 19.44033 -7.45364 0.19
N -26.20577 10.57789 -13.88118 0.18
N -25.53725 15.52169 -9.26133 0.19
N -22.92084 15.57492 -12.88183 0.21
N -20.43187 7.49004 -6.98154 0.19
N -20.18044 5.66084 -9.86935 0.18
N -20.28328 17.69735 -17.40166 0.16
N -26.88639 13.69061 -11.40468 0.21
N -19.14262 10.36457 -4.58150 0.18
N -27.97775 13.29593 -8.07807 0.16
N -19.73752 20.99099 -15.49251 0.15
N -15.94013 13.65340 -11.92269 0.17
N -21.39803 7.57481 -9.75319 0.16
N -22.44051 18.29374 -9.33406 0.20
N -17.08717 10.82378 -7.38191 0.17
N -24.65688 11.92915 -15.08663 0.17
N -15.46318 12.33237 -10.14162 0.19
N -22.34672 18.12207 -3.81918 0.18
N -19.11581 9.45462 -2.43073 0.17
N -21.56756 7.90922 -13.56278 0.17
N -17.12896 8.68526 -11.27428 0.19
N -20.58522 17.17134 -4.97675 0.18
N -27.20072 6.80340 -10.14830 0.14
C -19.75464 13.98789 -9.80618 -0.65
C -21.05578 17.14588 -16.45062 -0.66
C -16.22578 9.81954 -7.75476 -0.61
C -19.83677 19.89327 -6.16314 -0.70
C -22.89230 12.08082 -4.59970 -0.64
C -21.71489 16.97343 -4.21881 -0.68
C -19.23706 10.56201 -3.24429 -0.66
C -22.73181 19.59438 -9.41722 -0.64
C -25.60793 16.12849 -6.05197 -0.61
C -27.55817 12.19380 -7.30151 -0.64
C -17.78832 13.56117 -6.02051 -0.66
C -23.72631 15.04707 -13.81184 -0.62
C -25.83517 11.86694 -14.32769 -0.56
C -20.16694 7.63679 -5.62539 -0.62
C -18.79251 13.43253 -13.94183 -0.56
C -24.57410 8.36125 -7.13769 -0.56
C -21.41311 6.21814 -9.92145 -0.58
C -22.04830 11.36899 -11.62536 -0.69
C -22.92005 8.10687 -13.40884 -0.67
C -28.15624 14.18794 -11.43619 -0.62
C -16.78641 17.57810 -7.88413 -0.59
C -18.05109 8.85507 -10.27408 -0.66
C -18.59141 20.43875 -15.95824 -0.73
C -16.06307 12.44674 -11.33015 -0.62
C -27.41756 7.61651 -11.24166 -0.68
C -25.76529 16.50792 -10.11279 -0.70
C -19.68129 18.05248 -12.00905 -0.66
H -20.88469 13.55006 -14.13990 0.04
H -20.19036 4.66308 -9.71317 0.12
H -21.50587 15.50846 -17.69206 0.12
H -18.01143 11.69819 -13.15532 0.09
H -21.95492 15.27417 -12.72374 0.10
H -28.74488 8.89728 -10.36598 0.11
H -17.43967 18.94520 -15.44894 0.10
H -17.34179 12.77001 -4.18838 0.07
H -22.05670 18.95561 -4.31364 0.06
H -22.00323 14.02234 -4.27316 0.09
H -19.32005 9.42461 -4.87193 0.03
H -24.86530 9.87327 -6.05098 0.06
H -26.76486 11.98796 -5.35142 0.08
H -16.10644 12.59315 -5.40625 0.12
H -23.91021 15.82196 -4.91948 0.07
H -22.21476 15.44793 -16.05401 0.06
H -27.94415 6.51548 -9.50811 0.11
H -28.38844 13.60736 -13.41086 0.05
H -17.65296 17.01282 -9.67125 0.03
H -24.04713 5.03414 -10.91095 0.06
H -20.01968 18.67803 -17.44997 0.09
H -18.97458 10.32349 -9.18046 0.09
H -19.38926 11.09969 -5.21747 0.08
H -15.08120 13.15844 -9.73619 0.10
H -17.77072 19.64998 -6.30233 0.08
H -22.26362 8.07859 -9.91316 0.08
H -28.41249 13.20633 -8.97058 0.06
H -18.23102 19.37473 -14.10339 0.06
H -19.37798 6.17319 -9.54035 0.06
H -19.28912 19.36819 -7.99451 0.07
H -23.11503 17.52053 -9.36206 0.08
H -26.35750 6.18969 -10.26207 0.08
H -18.63063 8.70231 -2.83979 0.07
H -20.91858 7.81173 -12.81423 0.08
H -19.30013 13.78059 -4.69512 0.07
H -21.19756 18.42597 -13.20829 0.06
H -16.67603 7.81919 -11.52756 0.11
H -25.62183 9.78035 -13.88757 0.04
H -27.32510 13.50552 -5.81947 0.05
H -24.51709 19.43135 -10.49936 0.07
H -27.04746 17.66307 -10.98003 0.12
H -26.66757 13.11673 -12.20314 0.06
H -25.36155 8.14189 -9.15923 0.07
H -19.68374 7.18248 -7.56592 0.07
H -21.51492 10.56083 -4.25689 0.02
H -21.17665 12.61485 -3.57614 0.07
H -21.44912 18.94808 -11.52649 0.12
H -23.01624 9.95743 -4.70758 0.05
H -26.69085 17.87061 -6.12066 0.13
H -24.12906 6.99608 -8.64615 0.07
H -19.74669 11.61727 -13.67920 0.10
H -19.50967 17.38577 -13.88901 0.03
H -24.57519 15.52475 -8.86417 0.11
H -24.24950 14.61253 -6.05994 0.09
H -18.47861 16.56165 -12.90571 0.09
H -21.08418 8.20077 -14.35951 0.08
H -23.41405 15.77948 -12.03664 0.06
H -20.93462 22.32927 -6.56925 0.02
H -20.71320 9.68929 -7.48920 -0.01
H -22.22065 7.59576 -5.16196 0.05
H -20.94462 19.86221 -7.82179 0.04
H -24.13419 11.07831 -14.89954 0.07
H -16.10424 15.95614 -6.66897 0.07
H -20.34228 17.31279 -18.35103 0.11
H -21.30741 7.72963 -7.34679 0.05
H -26.24163 13.92545 -10.65983 0.07
H -28.32750 14.06121 -7.49306 0.09
H -20.48985 8.05257 -9.85039 0.08
H -16.72794 9.56876 -11.52539 0.05
H -18.74512 9.71688 -1.53916 0.10
H -20.37978 16.34790 -5.51995 0.07
H -25.90897 9.91040 -7.43223 0.08
H -23.15755 18.02885 -3.25734 0.09
H -22.88002 7.14129 -11.55451 0.06
H -16.12735 14.15330 -15.89886 0.00
H -24.14787 12.84266 -15.00642 0.07
H -18.59890 20.02227 -4.71983 0.13
H -17.90554 10.53112 -6.83909 0.08
H -27.06973 10.46611 -13.37123 0.08
H -20.48295 18.01597 -5.57408 0.06
H -15.97779 7.81084 -7.19762 0.12
H -28.38408 9.05147 -12.13722 0.10
H -25.63864 14.95361 -14.43087 0.11
H -20.03469 14.95825 -14.52389 0.06
H -29.64641 14.55619 -12.67817 0.13
H -20.09823 20.53189 -14.61648 0.11
H -15.76269 17.58218 -6.07637 0.10
H -21.15625 11.09050 -7.82164 0.00
H -15.66185 15.48990 -16.24176 0.02
H -24.89836 17.90839 -6.06690 0.09
H -21.19108 7.98790 -3.84443 0.13
H -25.14597 5.14706 -12.10824 0.01
H -19.56295 14.39639 -6.27159 0.08
H -16.34323 13.63812 -12.86808 0.07
H -17.29626 8.55647 -6.38490 0.08
H -26.27905 15.31234 -8.59950 0.08
H -17.88834 10.92556 -10.41529 0.05
H -21.57187 17.91958 -8.96083 0.10
H -21.17445 22.27462 -8.06310 -0.02
H -20.02367 21.92689 -15.66207 0.09
H -15.50317 11.45531 -9.61160 0.06
H -15.35553 14.34523 -11.45321 0.12
H -23.89550 20.99506 -10.00639 0.10
H -16.97729 15.77008 -8.81720 0.07
H -25.41899 15.97811 -13.05802 0.10
H -24.39218 7.66136 -12.21632 0.05
H -27.82873 16.24645 -10.10347 0.04
H -16.87151 11.78461 -7.49593 0.04
```

A cluster of 2 separate species, C4H8N2O in total at a distorted geometry, computed with the ωB97M-V functional and the def2-TZVPD basis.

- Kohn-Sham gap: 0.36681 hartree
- E: -9303.000 eV
- LUMO level: 0.9 eV
- Energy relative to the best compared isomer or geometry (same formula, charge and spin): 3.394 eV
- HOMO level: -9.0 eV

```
15
Properties=species:S:1:pos:R:3:lowdin_charge:R:1
O -1.32489 0.83209 0.16796 -0.05
N 0.61941 1.94775 0.72084 0.07
N -0.49018 -1.44324 -1.82646 0.09
C 0.82327 -0.39604 -0.10532 -0.19
C 0.70517 -1.29010 0.87853 -0.03
C 0.02288 0.95219 -0.14162 -0.51
C -1.62508 -1.37054 -1.60675 -0.03
H 1.37757 2.43766 0.26779 0.07
H -0.22949 -1.41113 1.40401 0.05
H -2.67509 -1.21134 -1.62850 0.06
H -1.44267 0.48301 1.06983 0.10
H 0.06047 1.29540 -1.18662 0.14
H 1.45912 -2.03975 1.05259 0.05
H 0.96003 1.52341 1.57608 0.08
H 1.75948 -0.30937 -0.64236 0.10
```

Among the records above, which one has the highest HOMO level?
C27H108F6N51O33S2

What is the formula in the first record?
C27H108F6N51O33S2

What is the E in the second record?
-9303.000 eV

Which of these has the highest Kohn-Sham gap?
C4H8N2O